Record 1
This record from the Open Molecules 2025 dataset describes C5H9EuMgO4 as an isolated structure at a distorted geometry. The level of theory is the ωB97M-V functional and the def2-TZVPD basis.

Summary:
total charge: +1
2S+1: 8
HOMO level (spin up / spin down): -10.05 / -10.06 eV
frontier orbital gap (spin up / spin down): 5.09 / 5.20 eV

XYZ file:
```
20
Properties=species:S:1:pos:R:3:forces:R:3:mulliken_spin:R:1
O 2.140144 -0.632285 0.451437 1.019 1.730 0.554 -0.01
C 1.908418 -1.953793 0.316139 -0.445 -1.225 -0.354 0.00
C 0.749328 -2.534554 -0.042021 0.252 0.085 0.414 0.00
O -0.468372 -1.967425 -0.230552 -0.058 -0.179 0.089 0.00
C -0.634524 -0.758321 -1.030147 0.166 0.540 -0.122 0.00
C -1.742348 0.052033 -0.415708 -0.504 -0.633 -0.416 0.00
O -1.113673 1.016923 0.479331 0.909 0.395 0.148 0.00
C -1.966778 1.953914 1.098620 -0.493 0.240 0.280 0.00
Mg 0.786357 0.719207 -0.240105 -0.308 -1.283 -0.607 0.00
H 2.768814 -2.613863 0.464068 -0.231 0.105 0.014 0.00
H 0.716741 -3.627555 -0.048178 0.036 0.347 -0.116 0.00
H -0.924405 -1.069705 -2.043621 0.145 0.114 0.277 0.00
H -2.457749 -0.531849 0.189128 0.218 0.141 -0.124 0.00
H -2.290790 0.620784 -1.184234 0.160 -0.136 0.174 0.00
H -1.344724 2.623960 1.702310 -0.215 -0.148 -0.109 0.00
H -2.514577 2.539557 0.344017 0.134 -0.146 0.196 0.00
H -2.687544 1.431576 1.745410 0.180 0.210 -0.144 0.00
Eu 4.057342 0.774565 0.580888 -1.063 -0.969 -0.209 7.03
O 2.424159 1.731038 -0.644497 0.670 1.413 -1.385 -0.02
H 2.594172 2.225801 -1.492290 -0.571 -0.600 1.441 0.00
```
Forces are in eV/Å.

=====

Record 2
This record from the Open Molecules 2025 dataset describes C21H30N2RhSi as an isolated structure at a distorted geometry. The level of theory is the ωB97M-V functional and the def2-TZVPD basis.

Summary:
total charge: +1
2S+1: 5
HOMO level (spin up / spin down): -9.36 / -11.68 eV
frontier orbital gap (spin up / spin down): 7.12 / 6.35 eV

XYZ file:
```
55
Properties=species:S:1:pos:R:3:forces:R:3:mulliken_spin:R:1
C 0.582511 1.652232 -0.397584 1.505 2.654 0.308 0.19
C -0.550463 1.803300 -1.246933 -0.329 2.970 -1.285 0.12
C -1.729520 1.535600 -0.494510 -1.517 3.711 0.350 0.26
H -0.526502 2.062520 -2.302801 -0.028 -0.060 0.306 0.02
C -1.332542 1.258742 0.846083 -1.800 2.944 2.239 0.07
C 0.098853 1.322977 0.913512 1.040 2.330 2.052 0.11
H 0.700935 1.197807 1.815025 -0.259 0.098 -0.318 0.01
H 1.626663 1.775582 -0.686436 -0.417 0.063 0.070 0.01
H -2.753960 1.585912 -0.870930 0.470 -0.099 0.104 0.03
H -1.996541 1.136428 1.699447 0.158 -0.065 -0.255 0.01
Rh -0.500605 -0.032079 -0.390949 1.024 -12.352 -3.678 2.08
C -1.113213 -2.689761 -3.502660 0.577 -0.244 -0.966 0.18
H -1.991329 -2.628672 -2.858735 0.091 0.045 -0.020 0.00
H -0.545526 -3.602399 -3.271928 -0.212 0.184 -0.017 0.01
H -1.470965 -2.726822 -4.550459 0.182 -0.170 0.400 0.01
Si -0.057982 -1.074089 -3.357148 -1.483 -0.681 -0.656 -0.15
C 1.697336 -1.076212 -3.995553 -0.055 -0.038 -0.323 0.02
C 2.442187 0.121594 -3.878700 0.235 -0.637 0.228 0.06
H 1.950397 1.065762 -3.634375 0.079 -0.307 0.131 0.02
C 3.821052 0.099668 -4.051548 -0.121 0.114 -0.352 0.01
H 4.386697 1.015179 -3.879582 -0.045 -0.227 -0.238 0.00
C 4.460319 -1.079510 -4.449268 -0.533 -0.238 0.352 0.01
H 5.531559 -1.072354 -4.629980 -0.160 -0.134 0.126 0.00
C 3.710595 -2.254364 -4.597322 0.144 0.063 -0.332 0.00
H 4.212388 -3.184704 -4.856817 -0.074 0.225 -0.114 0.00
C 2.321369 -2.251005 -4.421274 0.424 0.332 0.260 -0.01
H 1.712634 -3.139049 -4.615662 0.393 0.143 0.244 0.00
C -1.185494 0.201782 -4.127677 0.152 -0.137 -0.219 0.04
C -0.673275 1.049516 -5.121491 -0.333 0.188 0.279 -0.01
H 0.292958 0.820843 -5.589771 -0.415 0.224 0.227 0.00
C -1.394659 2.190002 -5.479243 0.054 -0.220 0.029 0.00
H -0.980432 2.864473 -6.225065 -0.200 -0.050 0.116 0.00
C -2.618038 2.462439 -4.862943 0.037 0.176 0.004 0.00
H -3.147227 3.381967 -5.104045 0.071 -0.200 -0.021 0.00
C -3.166495 1.580936 -3.932535 0.074 -0.424 0.106 0.02
H -4.136160 1.782570 -3.464340 0.344 -0.016 -0.300 0.00
C -2.457319 0.424326 -3.584082 0.081 0.589 -0.321 0.05
H -2.886388 -0.286679 -2.874960 0.109 0.198 -0.068 -0.01
H -0.546150 -1.344488 -1.782902 0.451 -0.196 -0.119 0.31
H 0.484654 -0.005380 -2.403022 0.219 0.699 0.937 0.35
N 1.251004 -1.454512 0.100987 0.734 -0.608 0.385 0.09
C 0.973655 -2.925226 0.277085 0.391 0.718 -0.282 0.00
C 0.053758 -3.216719 1.459341 0.163 -0.339 0.215 0.01
C -1.092800 -2.246405 1.710612 -0.585 0.108 -0.308 -0.01
N -1.683255 -1.730282 0.437156 -0.548 -0.947 0.361 0.11
H 1.658519 -1.074770 0.957775 0.001 -0.227 -0.155 -0.01
H 1.965950 -1.322887 -0.618373 -0.185 -0.134 0.124 -0.02
H 0.542809 -3.292364 -0.663457 0.070 0.182 0.159 0.00
H 1.935761 -3.434088 0.425603 -0.345 -0.115 -0.075 0.00
H -0.361745 -4.223024 1.317513 0.152 0.151 -0.018 0.00
H 0.661284 -3.273640 2.372051 -0.203 0.039 -0.101 0.00
H -1.882638 -2.749413 2.278704 0.268 0.019 0.105 0.00
H -0.766782 -1.381572 2.297610 -0.022 -0.064 -0.153 0.00
H -2.614922 -1.346300 0.596872 0.190 -0.230 0.102 -0.01
H -1.786719 -2.465986 -0.264720 -0.015 -0.013 0.373 -0.02
```
Forces are in eV/Å.

=====

| no. | E_tot (Ha) |
| --- | --- |
| 1 | -1407.08300 |
| 2 | -1327.25493 |